No. 1
Computed, not measured: a molecular structure, C5H7NO, with ωB97M-V with the def2-TZVPD basis set.

Last column: natural (NBO) charge in e.
Positions of all 14 atoms, in Å:
C  0.916  1.327  1.063  -0.6658
C  0.137  0.191  0.500  0.2809
C  -0.063  -0.234  -0.777  -0.0168
N  0.448  0.361  -1.944  -0.8145
C  -0.905  -1.423  -0.786  -0.2623
C  -1.224  -1.497  0.593  -0.0833
O  -0.568  -0.581  1.381  -0.4278
H  1.098  2.067  0.278  0.2326
H  0.364  1.811  1.874  0.2360
H  1.884  1.003  1.463  0.2299
H  0.255  -0.235  -2.739  0.3849
H  1.442  0.548  -1.899  0.3683
H  -2.086  -1.037  -0.155  0.3053
H  -1.697  -2.301  1.147  0.2326

Cartesian forces (eV/Å) of the 3 atoms listed first:
C -0.004 0.042 -0.021
C 0.013 0.045 -0.165
C 0.007 -0.058 0.175

## Properties
* HOMO energy: -0.3058 Ha
* max |F|: 0.3 eV/Å
* Kohn-Sham gap: 9.24 eV

=====

No. 2
Computed, not measured: a single C5H10O molecule, with ωB97M-V with the def2-TZVPD basis set.

Last column: natural (NBO) charge in e.
Positions of all 16 atoms, in Å:
C  1.616  -0.913  0.066  -0.6201
C  0.489  -0.098  -0.384  -0.2449
C  0.350  1.367  -0.055  -0.4097
C  -1.214  1.069  0.033  -0.4133
C  -0.876  -0.357  0.332  0.0898
H  2.488  -0.681  -0.620  0.2066
H  1.570  -1.939  -0.186  0.2185
H  1.971  -0.753  1.090  0.2102
H  0.091  -0.288  -1.424  0.2138
H  0.663  2.004  -0.884  0.2091
H  0.770  1.701  0.871  0.2051
H  -1.893  1.739  0.588  0.2100
H  -1.722  0.969  -1.040  0.2037
H  -0.720  -0.492  1.430  0.1551
H  -1.838  -2.093  0.466  0.4710
O  -1.746  -1.236  -0.284  -0.7047

Cartesian forces (eV/Å) of the 3 atoms listed first:
C 3.235 0.644 -1.546
C -2.556 -1.344 0.125
C -1.614 0.412 -1.726

## Properties
* HOMO energy: -0.3458 Ha
* max |F|: 6.5 eV/Å
* SMILES: C[C@@H]1CC[C@H]1O
* Kohn-Sham gap: 10.15 eV

=====

No. 3
Computed, not measured: a molecular structure, C32H43CoN3O, with ωB97M-V with the def2-TZVPD basis set.

Last column: Löwdin spin population.
Positions of all 80 atoms, in Å:
Co  0.411  -0.219  -0.692  2.3645
N  0.078  4.164  -2.128  0.0446
N  3.400  -1.208  -1.047  0.0103
C  -1.462  -1.428  0.595  0.0909
C  -1.841  -1.068  -0.736  0.0342
C  -1.905  0.364  -0.784  0.0971
C  -2.488  1.138  -1.871  0.4719
H  -2.645  0.539  -2.771  0.0172
H  -1.564  2.073  -2.277  0.0752
H  -3.364  1.730  -1.590  0.0321
C  -1.422  0.886  0.467  0.0587
C  -1.421  2.313  0.839  0.0085
H  -2.430  2.743  0.913  0.0037
H  -0.880  2.890  0.085  0.0014
H  -0.902  2.471  1.786  0.0000
C  -1.179  -0.228  1.327  0.0510
C  -0.903  -0.136  2.777  0.0053
H  -0.315  0.763  3.003  0.0006
H  -0.343  -1.010  3.137  0.0001
H  -1.828  -0.077  3.376  0.0028
C  -2.337  -1.962  -1.804  0.0060
H  -3.422  -2.131  -1.724  0.0025
H  -1.840  -2.937  -1.776  -0.0001
H  -2.150  -1.518  -2.787  0.0011
C  -1.569  -2.784  1.164  0.0133
H  -0.800  -2.964  1.927  0.0014
H  -1.441  -3.541  0.379  0.0007
H  -2.553  -2.964  1.631  0.0061
C  0.984  5.139  -2.152  -0.0041
H  0.624  6.152  -2.395  -0.0011
C  2.338  4.930  -1.858  0.0401
H  3.010  5.787  -1.860  0.0030
C  2.773  3.634  -1.537  0.0054
H  3.808  3.445  -1.246  0.0000
C  1.865  2.593  -1.607  0.0430
H  2.126  1.546  -1.388  0.0046
C  0.510  2.883  -1.958  0.0605
C  -0.415  1.823  -2.181  0.4240
H  -0.049  1.096  -2.933  0.0026
C  2.164  -1.479  -0.610  0.0109
C  3.716  -2.095  -2.063  0.0004
H  4.496  -1.978  -2.786  0.0001
C  2.860  -3.175  -1.953  0.0031
H  2.821  -4.053  -2.565  0.0005
N  1.949  -2.866  -0.918  0.0038
C  1.414  -3.835  -0.059  -0.0003
C  0.836  -4.998  -0.634  0.0002
C  0.620  -6.092  0.205  0.0000
H  0.244  -7.031  -0.211  0.0000
C  0.890  -6.049  1.574  0.0001
C  0.687  -7.269  2.431  0.0000
H  0.406  -6.987  3.456  0.0000
H  1.615  -7.866  2.487  0.0000
H  -0.095  -7.911  2.002  0.0000
C  1.389  -4.873  2.130  0.0001
H  1.621  -4.861  3.199  0.0000
C  1.639  -3.749  1.340  0.0001
C  2.187  -2.522  1.982  -0.0003
H  3.183  -2.268  1.612  0.0002
H  2.280  -2.662  3.068  0.0000
H  1.533  -1.662  1.816  -0.0008
C  0.430  -5.114  -2.069  0.0000
H  1.284  -5.189  -2.750  0.0000
H  -0.193  -4.276  -2.395  0.0000
H  -0.162  -6.031  -2.194  0.0000
C  1.314  4.751  1.621  0.0003
C  2.303  3.681  2.029  0.0000
O  1.688  2.400  1.907  0.0009
C  2.576  1.332  2.232  0.0007
C  3.070  1.334  3.668  0.0001
H  1.831  5.710  1.533  0.0002
H  0.848  4.520  0.659  0.0000
H  0.525  4.847  2.375  0.0000
H  3.205  3.731  1.390  -0.0001
H  2.619  3.839  3.076  0.0000
H  1.994  0.421  2.036  0.0005
H  3.428  1.342  1.533  0.0001
H  3.897  2.041  3.786  0.0000
H  2.277  1.599  4.376  0.0000
H  3.442  0.337  3.922  0.0000

Cartesian forces (eV/Å) of the 3 atoms listed first:
Co -1.308 0.295 0.877
N 0.192 0.131 -0.262
N -1.403 2.452 -1.913

## Properties
* HOMO energy (alpha / beta): -0.0958 / -0.1225 Ha
* max |F|: 3.4 eV/Å
* spin multiplicity: 5
* net charge: -1
* Kohn-Sham gap (alpha / beta): 5.28 / 6.00 eV
* expectation value of S²: 6.039

=====

No. 4
Computed, not measured: a single C4H6N2O molecule, with ωB97M-V with the def2-TZVPD basis set.

Last column: natural (NBO) charge in e.
Positions of all 13 atoms, in Å:
N  -2.280  -0.372  -0.064  -0.8128
C  -0.929  0.015  -0.021  0.2888
C  -0.323  1.184  -0.379  -0.3528
C  1.101  0.970  -0.317  -0.3873
C  1.286  -0.321  0.074  0.4160
O  2.378  -1.104  0.297  -0.6735
N  0.058  -0.914  0.236  -0.5557
H  -2.903  0.361  0.241  0.3790
H  -2.499  -1.204  0.464  0.3660
H  -0.832  2.082  -0.698  0.2178
H  1.868  1.689  -0.565  0.2174
H  3.149  -0.613  -0.008  0.4891
H  -0.074  -1.773  0.741  0.4081

Cartesian forces (eV/Å) of the 3 atoms listed first:
N -0.140 0.002 0.159
C 0.076 0.111 -0.197
C -0.175 -0.098 0.036

## Properties
* HOMO energy: -0.2556 Ha
* max |F|: 0.4 eV/Å
* SMILES: Nc1ccc(O)[nH]1
* Kohn-Sham gap: 7.83 eV

=====

No. 5
Computed, not measured: 2 unconnected molecules or ions with the total composition C4H11N3O, with ωB97M-V with the def2-TZVPD basis set.

Last column: Löwdin spin population.
Positions of all 19 atoms, in Å:
N  1.742  1.655  -1.436  0.3421
C  0.775  2.111  -0.475  0.1092
C  -0.222  1.117  1.587  0.2591
C  0.052  1.063  0.246  0.1354
H  2.233  2.420  -1.893  0.0064
H  1.358  1.068  -2.175  0.0108
H  0.008  2.711  -1.023  0.0894
H  1.273  2.779  0.229  0.0114
H  -0.672  0.272  2.071  0.0135
H  0.103  1.957  2.197  0.0110
H  -0.318  0.231  -0.334  0.0040
N  -1.753  -2.044  -0.602  0.0000
C  -1.003  -2.072  0.538  -0.0001
N  0.340  -2.469  0.280  0.0075
O  -1.416  -1.775  1.636  0.0001
H  -2.748  -1.950  -0.467  0.0000
H  -1.435  -2.626  -1.358  0.0000
H  0.882  -1.745  -0.173  0.0003
H  0.799  -2.704  1.151  -0.0001

Cartesian forces (eV/Å) of the 3 atoms listed first:
N -1.013 0.788 -0.804
C 1.468 -0.732 0.842
C 0.603 0.431 -0.620

## Properties
* HOMO energy (alpha / beta): -0.4895 / -0.4890 Ha
* max |F|: 1.8 eV/Å
* spin multiplicity: 2
* net charge: +1
* Kohn-Sham gap (alpha / beta): 9.49 / 4.44 eV
* expectation value of S²: 0.763

=====

No. 6
Computed, not measured: 3 unconnected molecules or ions with the total composition C5H13NO2, with ωB97M-V with the def2-TZVPD basis set.

Last column: natural (NBO) charge in e.
Positions of all 21 atoms, in Å:
C  -0.352  0.738  -0.041  0.4279
C  -0.038  -0.423  -0.785  -0.0151
C  -2.201  -0.228  -0.034  -0.7156
C  0.071  0.934  1.382  -0.6992
C  0.258  -1.773  -0.195  -0.6517
N  1.851  0.200  -1.150  -0.5017
O  -0.567  1.867  -0.776  -0.6931
O  2.661  0.170  0.065  -0.6510
H  -0.346  2.648  -0.253  0.4861
H  3.239  -0.589  -0.086  0.4646
H  1.844  1.200  -1.365  0.3098
H  -0.335  -0.401  -1.827  0.2332
H  1.154  1.094  1.409  0.2691
H  -2.384  -0.541  0.993  0.1918
H  -2.785  0.655  -0.286  0.2045
H  -2.504  -1.045  -0.685  0.2026
H  -0.167  0.066  1.994  0.2371
H  -0.427  1.802  1.821  0.2135
H  1.115  -2.203  -0.715  0.2444
H  0.499  -1.719  0.866  0.2198
H  -0.587  -2.451  -0.333  0.2231

Cartesian forces (eV/Å) of the 3 atoms listed first:
C -3.845 -1.458 0.595
C 4.543 0.872 -0.892
C 0.403 1.593 0.861

## Properties
* HOMO energy: -0.2568 Ha
* max |F|: 4.7 eV/Å
* Kohn-Sham gap: 7.75 eV